## i
{"formula": "H5N2OP", "method": "ωB97M-V/def2-TZVPD", "species": ["N", "P", "N", "O", "H", "H", "H", "H", "H"], "coordinates": [[-0.83, -0.99, -0.23], [-0.12, 0.09, 0.79], [0.55, 1.10, -0.37], [-0.93, 0.95, 1.93], [-0.62, -0.68, -1.17], [-1.71, -1.47, -0.11], [1.05, -0.57, 1.31], [-0.19, 1.39, -1.02], [0.74, 2.04, -0.09]], "smiles": "N[PH](N)=O", "homo_energy_ev": -9.7, "charge": 0, "homo_lumo_gap_ev": 10.559, "multiplicity": 1}

## ii
{"formula": "H5N2OP", "method": "ωB97M-V/def2-TZVPD", "species": ["N", "N", "O", "P", "H", "H", "H", "H", "H"], "coordinates": [[1.16, 0.97, -0.41], [-0.65, -0.13, 1.09], [-1.50, 1.15, -1.04], [-0.38, 0.32, -0.48], [1.59, 0.94, 0.55], [1.77, 0.84, -1.25], [0.07, -0.64, 1.58], [-1.65, -0.44, 1.12], [-0.41, -3.00, -1.16]], "homo_energy_ev": [-10.5, -7.9], "charge": 0, "homo_lumo_gap_ev": [9.902, 7.670], "multiplicity": 1}

## iii
{"formula": "H5N2OP", "method": "ωB97M-V/def2-TZVPD", "species": ["N", "N", "O", "P", "H", "H", "H", "H", "H"], "coordinates": [[2.61, 0.56, -0.31], [-3.02, -0.04, -0.40], [-0.69, 0.87, 0.35], [-1.62, -0.22, 0.21], [3.07, 0.86, 0.54], [2.76, -0.44, -0.39], [1.62, 0.73, -0.19], [-3.61, -0.86, -0.47], [-1.12, -1.46, 0.67]], "homo_energy_ev": -9.8, "charge": 0, "homo_lumo_gap_ev": 9.789, "multiplicity": 1}

Energies relative to the most stable structure, in hartree: i 0.0000; ii 0.1158; iii 0.0392.

## i
{"formula": "CH6ClNSi", "method": "ωB97M-V/def2-TZVPD", "species": ["H", "N", "Si", "C", "H", "H", "H", "H", "Cl", "H"], "coordinates": [[-1.44, -2.75, -0.83], [-1.56, -2.06, -0.12], [-1.60, -0.45, -0.37], [-0.31, 0.53, 0.35], [-2.60, 0.49, -0.96], [0.29, -0.08, 1.09], [0.36, 0.94, -0.49], [-0.76, 1.35, 0.84], [3.63, 1.48, -0.19], [3.98, 0.54, 0.67]], "smiles": "[H]/N=[SiH]/C.Cl", "homo_energy_ev": -8.7, "charge": 0, "homo_lumo_gap_ev": 8.933, "multiplicity": 1}

## ii
{"formula": "CH6ClNSi", "method": "ωB97M-V/def2-TZVPD", "species": ["H", "N", "Si", "C", "H", "H", "H", "H", "Cl", "H"], "coordinates": [[-0.62, 1.89, 1.40], [-0.48, 1.03, 0.80], [0.75, 0.87, -0.20], [0.56, -0.64, -1.41], [2.07, 1.26, -0.09], [-0.37, -0.31, -1.96], [1.45, -0.71, -1.95], [0.47, -1.39, -0.61], [-2.06, -1.24, 2.54], [-1.76, -0.76, 1.47]], "smiles": "[H]/N=[SiH]/C.Cl", "homo_energy_ev": -9.8, "charge": 0, "homo_lumo_gap_ev": 9.634, "multiplicity": 1}

Energies relative to the most stable structure, in hartree: i 0.0055; ii 0.0000.